{
  "formula": "C5H10NS",
  "method": "ωB97M-V with the def2-TZVPD basis set",
  "relative_energy_kcal_mol": 103.19,
  "s_squared": 2.009,
  "multiplicity": 3,
  "lumo_ev": [-3.690, -6.264],
  "largest_force_ev_per_a": 4.22,
  "homo_ev": [-10.65, -13.06],
  "charge": 1,
  "gap_ev": [6.96, 6.79],
  "species": ["C", "C", "C", "C", "C", "N", "S", "H", "H", "H", "H", "H", "H", "H", "H", "H", "H"],
  "coordinates": [[-1.0279, -0.8230, -1.4730], [-0.2268, -0.4269, -0.5346], [-1.2128, -1.3144, 0.0244], [-2.4240, -0.8637, 0.7323], [1.4496, 1.1302, -0.3108], [2.1889, 0.7001, 0.9442], [2.5393, 1.4973, -1.7127], [-1.2559, -0.7444, -2.4693], [-0.9034, -2.2622, 0.3942], [-3.1015, -1.7855, 0.7909], [-2.9412, 0.0254, 0.4198], [-2.2929, -0.8069, 1.8665], [0.7383, 1.8486, -0.0507], [3.0706, 1.2019, 0.9754], [2.3882, -0.3780, 0.8791], [1.6380, 0.9210, 1.7979], [1.3736, 2.0807, -2.2736]],
  "forces_ev_per_angstrom": [[2.6, 1.0, 2.4], [-0.8, -0.7, -1.3], [-1.5, 0.1, 1.0], [-1.6, -2.3, 2.5], [4.1, 1.0, -0.3], [-0.5, -2.0, -1.0], [-2.9, 0.3, 0.8], [-1.2, -0.4, -2.0], [0.4, -1.0, -0.1], [0.2, 1.4, -0.6], [0.0, 0.2, -0.4], [0.5, 0.3, -1.2], [-1.3, 0.9, 0.1], [0.3, 0.0, 0.3], [-0.5, 2.2, 0.4], [0.4, -0.4, -0.6], [1.7, -0.6, 0.2]]
}